A cluster of 7 separate species, C34H30F48O9 in total, computed with the ωB97M-V functional and the def2-TZVPD basis.

Computed properties:
- 2S+1: 1
- Calculated total energy: -184611.669 eV
- LUMO level: 0.164 eV
- Orbital gap: 11.0646 eV
- E_HOMO: -0.4006 Eh
- SMILES: FC(F)C(F)(F)COC(F)(F)C(F)F.FC(F)C(F)(F)COC(F)(F)C(F)F.FC(F)C(F)(F)COC(F)(F)C(F)F.FC(F)C(F)(F)COC(F)(F)C(F)F.FC(F)C(F)(F)COC(F)(F)C(F)F.FC(F)C(F)(F)COC(F)(F)C(F)F.C[C@H]1COC(=O)O1
- Largest force on an atom: 2.871 eV/A

```
121
Properties=species:S:1:pos:R:3:lowdin_charge:R:1
F -1.8840 -1.1458 6.9228 0.090
F -6.3792 -0.3761 -2.4438 0.091
F -0.9945 -6.8335 -2.3957 0.149
F 6.7614 -1.3110 0.1149 0.119
F -5.7058 1.9505 -1.2696 0.093
F -2.6160 6.2841 -0.0558 0.092
F 2.7134 -0.7477 -0.8228 0.113
F -8.1812 0.4906 -3.3784 0.071
F -7.7055 1.4109 -0.6640 0.105
F -2.3549 0.7311 5.7958 0.091
F 3.9269 -1.0393 2.1986 0.115
F -1.9896 2.9244 -4.2234 0.136
F 6.3188 -0.2817 6.4090 0.095
F -3.0920 4.4451 1.0646 0.094
F 3.0799 -4.8017 -2.5224 0.122
F 0.8189 5.0519 3.9193 0.083
F 5.6572 -2.3451 2.6375 0.167
F -9.6486 4.5578 -1.2218 0.170
F 0.6748 -1.2879 1.1440 0.151
F -1.9673 0.0663 -4.6303 0.069
F -0.1041 1.0460 -4.0035 0.109
F -0.2589 5.0285 -0.9282 0.122
F -3.0508 0.2785 2.7642 0.137
F 4.8027 -2.3583 -0.1563 0.094
F 1.4271 4.7217 6.0319 0.099
F 7.9073 1.4845 3.8403 0.139
F -11.7955 4.9548 -2.9251 0.111
F 1.7743 0.5997 1.4202 0.146
F 8.4221 0.3253 6.3760 0.111
F -3.4060 1.7309 -3.0003 0.151
F 2.7774 -6.9735 0.2684 0.113
F 0.6552 -0.8521 -1.6468 0.090
F -2.5181 -0.7462 -0.5313 0.100
F 0.0822 -0.5594 4.9296 0.161
F -11.5626 2.7692 -2.6264 0.104
F 0.6807 -6.9174 -3.8860 0.141
F 2.4111 -6.9098 -2.4227 0.112
F 2.9228 3.2825 4.3821 0.119
F 1.1750 2.4186 3.3592 0.117
F -1.6929 -6.6344 -5.1406 0.100
F 4.5974 -6.0745 -0.6697 0.078
F -2.0833 -4.8057 -3.8516 0.114
F -0.7806 3.3201 0.2735 0.104
F -3.1747 1.2795 -0.0080 0.102
F 0.8899 -0.3233 6.9211 0.155
F -1.9559 -1.4006 1.8452 0.118
F 7.9658 -0.6662 3.8677 0.122
F -9.0389 5.2076 -3.1955 0.133
O -1.5164 2.5395 -2.1296 0.027
O 6.3637 -0.1764 -2.6539 0.178
O 5.8405 -1.9997 -3.8722 0.090
O -0.2248 0.6767 0.5324 0.038
O -8.8168 3.0897 -2.6916 0.045
O 5.9416 -0.1397 2.3435 0.043
O 0.2400 1.4807 5.8776 0.036
O 0.3477 -5.0715 -2.6871 0.032
O 4.2615 -0.7152 -3.0238 0.025
C 0.8207 4.1623 4.9533 -0.278
C 3.2466 -5.9457 -0.4613 -0.298
C -9.6119 4.1791 -2.5032 -0.549
C -7.5269 3.2130 -2.1389 -0.067
C -2.2914 -0.0891 1.7195 -0.454
C 5.4545 -1.3352 0.4415 -0.298
C -2.1349 3.7344 -1.6543 -0.032
C -10.9786 3.8987 -3.1016 -0.287
C -1.0350 0.7603 1.6773 -0.076
C -1.3441 0.7198 -3.5834 -0.256
C 7.2180 0.5262 5.8133 -0.322
C -2.0905 5.1603 0.5010 -0.294
C -3.1118 0.0043 0.4190 -0.284
C -6.9389 0.7997 -2.8555 -0.263
C -1.4425 0.1103 6.6035 -0.258
C -6.9840 1.8591 -1.7555 -0.412
C -0.2592 -6.1475 -3.3031 -0.528
C 1.0328 -5.3092 -1.4517 -0.025
C -1.3282 4.2962 -0.5151 -0.423
C 4.6586 -2.4359 -4.5429 -0.295
C -2.1097 1.9928 -3.2322 -0.541
C 3.5205 -1.7390 -3.7637 -0.051
C 1.4971 -0.1916 -0.8028 -0.265
C 5.2620 -1.2524 1.9579 -0.527
C -0.0261 0.1656 6.0582 -0.565
C 5.6040 -0.8973 -3.1833 -0.600
C 0.9194 -0.0651 0.6145 -0.527
C 5.8474 0.2002 3.7192 -0.048
C -1.1757 -5.6175 -4.4147 -0.298
C 1.6176 2.9217 4.5442 -0.438
C 7.2421 0.4094 4.2881 -0.449
C 1.5872 1.8093 5.5667 -0.049
C 2.4686 -5.7200 -1.7580 -0.447
C 4.8060 -3.9671 -4.6350 -0.006
H -1.4752 0.6611 7.5556 0.175
H -0.5883 -5.0574 -5.1504 0.174
H -7.3600 3.8839 -1.2956 0.157
H 2.1923 0.9779 5.2013 0.152
H 3.9353 -4.4053 -5.1212 0.088
H 1.5227 0.8401 -1.1774 0.183
H 0.5094 -6.0871 -0.9035 0.148
H 5.1763 -0.3606 4.3614 0.142
H -1.3047 1.7856 1.9230 0.136
H -0.2295 3.9663 5.1768 0.173
H 4.7317 -1.9854 -5.5418 0.152
H -3.0819 3.4240 -1.2048 0.133
H -6.3976 1.2177 -3.7171 0.173
H -4.0953 -0.4230 0.6444 0.178
H 1.0915 -4.3397 -0.9578 0.151
H -0.4977 0.4495 2.5843 0.133
H 5.3806 1.1904 3.6225 0.153
H 2.0749 2.1372 6.4891 0.155
H 2.7291 -1.3668 -4.4074 0.131
H 4.9704 -4.3166 -3.6251 0.074
H 3.0987 -2.4052 -3.0161 0.106
H 3.2103 -5.0217 0.1365 0.169
H -2.1487 4.4559 -2.4681 0.157
H 5.6791 -4.0510 -5.2777 0.089
H -1.3616 -0.0108 -2.7695 0.154
H 6.9540 1.5804 5.9775 0.173
H -10.8447 3.7167 -4.1743 0.176
H 5.0367 -0.4162 0.0164 0.163
H -6.8971 3.6457 -2.9274 0.153
H -1.3631 5.4511 1.2641 0.171
```


The molecule C19H29NO, computed with the ωB97M-V functional and the def2-TZVPD basis.

Computed properties:
- 2S+1: 1
- Calculated total energy: -23710.633 eV
- LUMO level: 0.809 eV
- Orbital gap: 9.0699 eV
- E_HOMO: -0.3036 Eh
- SMILES: OCC1(CCCc2ccccc2)CCN(C2CCC2)CC1
- Largest force on an atom: 0.628 eV/A

```
50
Properties=species:S:1:pos:R:3:nbo_charge:R:1
O -1.5111 -2.5032 1.1384 -0.718
N -3.2546 0.6281 0.0054 -0.450
C 4.3765 0.3093 -0.5644 0.090
C 1.9491 -0.2247 -0.3936 -0.395
C 6.3818 -0.6474 0.3684 -0.202
C -0.4000 -1.9744 0.4597 -0.058
C 4.7101 1.5246 0.0199 -0.254
C 0.6434 -0.4004 -1.1670 -0.373
C -5.5520 1.3684 -0.8213 -0.409
C 5.2242 -0.7750 -0.3785 -0.250
C -5.6320 0.1440 0.9734 -0.439
C 6.7061 0.5691 0.9438 -0.228
C 5.8666 1.6556 0.7676 -0.192
C -2.3216 0.6689 1.1092 -0.201
C -3.1680 -0.6629 -0.6526 -0.234
C 3.0977 0.1584 -1.3364 -0.434
C -1.7981 -0.7963 -1.3114 -0.390
C -0.6253 -0.6622 -0.3240 -0.074
C -6.6683 0.6685 -0.0310 -0.403
C -4.5772 1.0906 0.3399 -0.016
C -0.8845 0.5423 0.5977 -0.407
H 0.4258 -1.8263 1.1695 0.160
H 7.6103 0.6705 1.5259 0.212
H -2.4188 1.6344 1.6154 0.203
H 2.8525 1.0966 -1.8385 0.206
H 1.8407 0.5581 0.3584 0.201
H -5.2847 0.8514 -1.7385 0.204
H 4.9758 -1.7267 -0.8271 0.207
H 0.7639 -1.2266 -1.8725 0.200
H -5.8523 0.3139 2.0257 0.203
H -7.2254 -0.0925 -0.5736 0.203
H -1.7110 -0.0069 -2.0607 0.207
H -3.9357 -0.7241 -1.4249 0.200
H 4.0587 2.3764 -0.1168 0.207
H -1.7452 -1.9033 1.8551 0.462
H -1.7373 -1.7605 -1.8187 0.208
H -7.3727 1.3678 0.4147 0.201
H 7.0332 -1.4991 0.5011 0.211
H 0.4740 0.5048 -1.7558 0.202
H -0.1070 -2.7570 -0.2460 0.177
H -2.5464 -0.1137 1.8591 0.137
H -4.4516 1.9894 0.9501 0.193
H 3.2101 -0.6167 -2.0972 0.206
H -0.2091 0.5118 1.4559 0.205
H -0.6672 1.4486 0.0290 0.210
H -5.3987 -0.9075 0.8262 0.206
H 2.2188 -1.1494 0.1182 0.201
H -3.3186 -1.4979 0.0481 0.188
H -5.7128 2.4193 -1.0514 0.206
H 6.1145 2.6082 1.2132 0.210
```


A cluster of 7 separate species, H14O7 in total, computed with the ωB97M-V functional and the def2-TZVPD basis.

Computed properties:
- 2S+1: 1
- Calculated total energy: -14557.090 eV
- LUMO level: -0.371 eV
- Orbital gap: 10.8731 eV
- E_HOMO: -0.4132 Eh
- SMILES: O.O.O.O.O.O.O
- Largest force on an atom: 5.531 eV/A

```
21
Properties=species:S:1:pos:R:3:nbo_charge:R:1
O -3.5603 -0.1556 3.8990 -0.949
O -0.3115 0.6960 0.2735 -0.925
O -1.6393 -1.5156 -2.9468 -0.922
O 2.5094 1.6359 0.4030 -0.899
O -1.2203 -3.5148 2.2304 -0.925
O -1.1045 0.8970 -3.2781 -0.900
O 4.5913 2.1100 -0.1858 -0.941
H 2.6580 0.6764 0.4685 0.465
H -0.6188 0.1895 -3.0395 0.439
H -0.4490 -3.9727 2.6979 0.466
H 0.0981 0.6975 -0.6290 0.447
H -1.9654 -0.6090 -2.6709 0.479
H 5.3710 2.2806 -0.7407 0.458
H 3.8941 1.7661 -0.6630 0.464
H 0.1408 0.0576 0.7914 0.477
H -4.1340 0.3417 3.3370 0.476
H -2.7190 -0.4579 3.3818 0.473
H -0.9053 -1.3327 -3.4422 0.436
H 1.9702 1.7480 -0.3838 0.454
H -1.4708 -2.9156 2.9151 0.459
H -1.1348 1.3775 -2.4175 0.469
```


Which of these has the highest LUMO level? C19H29NO


Copy entry 3 word for word.
A cluster of 7 separate species, H14O7 in total, computed with the ωB97M-V functional and the def2-TZVPD basis.

Computed properties:
- 2S+1: 1
- Calculated total energy: -14557.090 eV
- LUMO level: -0.371 eV
- Orbital gap: 10.8731 eV
- E_HOMO: -0.4132 Eh
- SMILES: O.O.O.O.O.O.O
- Largest force on an atom: 5.531 eV/A

```
21
Properties=species:S:1:pos:R:3:nbo_charge:R:1
O -3.5603 -0.1556 3.8990 -0.949
O -0.3115 0.6960 0.2735 -0.925
O -1.6393 -1.5156 -2.9468 -0.922
O 2.5094 1.6359 0.4030 -0.899
O -1.2203 -3.5148 2.2304 -0.925
O -1.1045 0.8970 -3.2781 -0.900
O 4.5913 2.1100 -0.1858 -0.941
H 2.6580 0.6764 0.4685 0.465
H -0.6188 0.1895 -3.0395 0.439
H -0.4490 -3.9727 2.6979 0.466
H 0.0981 0.6975 -0.6290 0.447
H -1.9654 -0.6090 -2.6709 0.479
H 5.3710 2.2806 -0.7407 0.458
H 3.8941 1.7661 -0.6630 0.464
H 0.1408 0.0576 0.7914 0.477
H -4.1340 0.3417 3.3370 0.476
H -2.7190 -0.4579 3.3818 0.473
H -0.9053 -1.3327 -3.4422 0.436
H 1.9702 1.7480 -0.3838 0.454
H -1.4708 -2.9156 2.9151 0.459
H -1.1348 1.3775 -2.4175 0.469
```